52
Properties=species:S:1:pos:R:3 method="wB97M-V/def2-TZVPD" e_tot_ha=-1474.5897 orbital_gap_ev="6.153 / 5.711"
Mg 0.91 0.23 -0.45
O -2.82 3.51 0.15
O 2.15 -1.33 -2.86
O -2.26 0.82 -0.77
O 2.47 1.23 -3.08
O 2.50 -1.16 -0.14
N -1.08 0.22 -1.32
N 1.07 -0.70 2.35
N 0.00 -0.68 1.58
N 0.94 -0.93 -2.27
N 1.52 1.36 1.33
C -0.12 -0.98 -3.07
C 1.69 0.54 2.40
C -3.49 -1.50 2.44
C 2.79 3.03 2.50
C -2.39 -0.83 1.93
C 2.04 2.60 1.41
C -2.61 -0.51 -3.16
C 1.79 1.67 -1.57
C -0.10 -1.55 -4.44
C -1.09 -1.35 2.13
C -2.02 -3.18 3.41
C 2.47 0.88 3.52
C -0.91 -2.51 2.91
C -1.29 -0.39 -2.49
C -3.31 -2.69 3.17
C 3.02 2.15 3.57
H -2.05 3.91 0.59
H 2.66 -1.68 0.67
H 3.63 2.46 4.42
H 3.20 1.87 -3.23
H -4.18 -3.22 3.57
H -4.49 -1.10 2.28
H -3.38 0.05 -2.63
H -2.50 2.63 -0.17
H 0.72 1.49 -1.78
H -0.79 -2.40 -4.51
H -0.42 -0.80 -5.18
H 2.47 1.13 -0.88
H -1.87 -4.09 4.00
H 0.11 -2.84 3.09
H 0.91 -1.88 -4.69
H 2.56 0.11 4.29
H 2.54 -0.43 -3.13
H -2.55 -0.12 -4.19
H -2.47 0.13 1.42
H -2.91 -1.57 -3.22
H 2.72 -1.69 -0.93
H 1.98 2.74 -1.48
H 3.20 4.04 2.49
H 1.84 3.26 0.56
H -2.81 0.05 -0.54

15
Properties=species:S:1:pos:R:3 method="wB97M-V/def2-TZVPD" e_tot_ha=-392.2412 smiles="[H]/N=C/N=C(/N)N/C=N/[H]" e_above_lowest_kcal_mol=36.31 orbital_gap_ev=10.013
N -0.54 0.71 0.52
N -2.43 -0.35 -0.02
N 1.07 1.62 -0.83
N -0.37 -1.32 -0.67
N 1.55 -1.75 0.69
C 0.99 -1.38 -0.44
C -1.02 -0.35 -0.17
C 0.56 1.55 0.28
H 1.88 2.26 -0.85
H 0.83 2.06 1.31
H -0.74 0.54 1.68
H -2.96 0.50 -0.10
H -2.88 -1.15 -0.56
H 2.53 -1.83 0.53
H 1.54 -1.10 -1.36

97
Properties=species:S:1:pos:R:3 method="wB97M-V/def2-TZVPD" e_tot_ha=-2923.4429 total_charge=+1 e_above_lowest_kcal_mol=0.00 orbital_gap_ev=8.061
S 3.48 0.26 -1.79
F 3.63 1.73 -2.19
O 6.76 -0.79 -4.81
O -5.87 -0.19 9.08
O 3.72 0.18 -0.40
O 2.35 4.39 -0.87
O 5.58 2.47 0.39
O -4.46 -1.70 6.23
O -1.95 4.16 4.00
O 0.92 1.15 -5.90
O -3.42 -1.26 -0.75
O -6.26 -2.29 -0.71
O -1.18 -3.52 -2.60
O -5.09 8.59 2.73
O 0.89 -1.66 -4.88
O -3.10 -0.03 8.10
O -0.84 0.35 -1.38
O -0.24 3.82 -4.38
O 3.11 -3.19 -2.87
O 4.65 -5.56 -2.60
O -5.11 -0.64 3.70
O -4.36 6.04 4.77
O -1.06 3.58 0.00
O 0.42 -6.13 -2.65
O 5.11 -8.27 -3.46
O -6.47 -3.56 3.01
O -3.05 1.40 4.23
O 7.85 -0.04 -1.38
O -1.59 -0.03 1.76
O 6.91 3.79 2.91
O 4.42 -0.47 -2.56
N 1.91 -0.34 -2.20
C 0.15 1.31 -1.72
C 1.20 -1.04 -1.05
C 0.99 0.71 -2.82
C -0.31 -0.98 -1.23
H -2.43 0.48 8.57
H -2.46 1.66 4.95
H 1.50 -2.09 -1.09
H -6.25 -2.93 0.01
H 4.39 -5.19 -1.75
H 4.89 -6.48 -2.41
H 0.81 0.25 -5.56
H 0.09 -6.61 -1.88
H 5.85 -8.54 -4.01
H -6.05 -2.70 3.10
H -3.32 0.49 7.32
H 0.11 -2.15 -5.18
H 0.36 0.19 -3.53
H -4.97 -0.34 8.76
H 0.54 4.38 -4.29
H 7.11 4.66 2.57
H -4.05 -1.63 7.10
H 1.56 1.44 -3.40
H 2.56 3.75 -1.56
H 6.46 3.33 2.19
H 1.61 -1.96 -5.46
H 4.96 1.75 0.27
H -3.31 -0.39 -1.14
H -0.75 -4.26 -3.05
H -2.44 -0.46 1.91
H -4.51 -0.15 4.28
H 1.18 -5.64 -2.32
H -1.57 3.98 -0.71
H -6.44 -0.54 8.40
H -2.45 1.11 3.53
H -1.99 -3.89 -2.24
H -4.05 -1.71 -1.33
H 0.74 1.62 -0.86
H 6.25 2.36 -0.30
H 8.22 -0.09 -2.27
H 1.49 -0.62 -0.09
H 3.28 -3.85 -3.56
H -0.27 4.14 0.07
H -5.48 8.85 3.57
H 3.21 4.70 -0.56
H 4.35 -8.72 -3.83
H -0.35 2.18 -2.14
H 2.08 -1.06 -2.94
H -1.34 4.17 3.25
H -7.17 -1.98 -0.75
H -0.63 -1.66 -2.01
H -3.72 -1.89 5.64
H -2.51 3.38 3.84
H -6.74 -3.81 3.90
H -4.26 6.61 4.00
H 6.09 -0.90 -4.13
H -0.73 4.21 -5.12
H -4.79 9.42 2.34
H 3.99 -2.95 -2.57
H -0.71 -1.37 -0.29
H 6.90 -0.13 -1.51
H -5.60 -1.21 4.30
H 0.13 1.62 -5.62
H -1.61 0.18 0.82
H -3.68 5.37 4.66
H 6.28 -0.64 -5.63

6
Properties=species:S:1:pos:R:3 method="wB97M-V/def2-TZVPD" e_tot_ha=-513.3378 total_charge=-1 e_above_lowest_kcal_mol=0.06 orbital_gap_ev=6.845
S -1.91 0.88 -0.15
O 2.08 -1.38 -0.05
C 1.05 -0.76 0.04
H -2.28 2.17 -0.08
H 0.24 -1.09 0.72
H 0.81 0.18 -0.48

118
Properties=species:S:1:pos:R:3 method="wB97M-V/def2-TZVPD" e_tot_ha=-5609.4285 e_above_lowest_kcal_mol=0.00 orbital_gap_ev=5.780
Sr 0.32 -0.79 0.07
Se 0.18 0.34 -2.76
P -1.77 2.41 0.31
Si 3.64 -1.17 1.81
Si 3.64 -1.98 -1.21
F 0.70 -6.53 3.58
O 0.75 -8.52 1.62
O -2.07 -6.10 -1.00
O -0.11 -3.00 0.71
O -1.89 -1.73 0.26
O -0.63 1.43 0.07
O 0.31 -1.07 2.83
N 0.22 -1.43 -2.98
N -1.55 -5.25 1.06
N 0.69 0.73 -4.42
N -0.69 -7.28 0.36
C 0.77 -2.92 -4.82
C -4.58 2.61 -0.09
C -0.63 2.62 2.87
C 0.08 -7.52 1.49
C -2.09 4.77 3.65
C -4.87 3.28 -1.43
C -3.81 1.37 -2.67
C 2.93 -2.78 2.57
C -0.79 -5.37 2.21
C 1.34 3.83 -1.47
C -1.35 -2.84 0.58
C 3.76 -1.08 -2.87
C 1.18 -3.00 -6.09
C -1.49 -6.20 0.06
C 2.50 -3.48 -1.44
C 1.07 4.22 -0.01
C -1.11 3.78 -2.02
C -0.89 2.66 4.38
C 1.44 -1.81 -6.89
C -1.45 3.98 -0.51
C 3.17 0.29 2.92
C -3.37 1.65 -0.13
C -0.34 4.80 0.18
C 0.26 4.34 -2.41
C 5.34 -2.76 -1.03
C -0.02 -6.43 2.46
C -3.45 0.71 -1.34
C 0.59 -1.62 -4.22
C -1.96 2.73 2.11
C -1.78 3.84 4.82
C 1.28 -0.57 -6.39
C -5.06 2.24 -2.53
C -2.74 4.02 2.50
C 3.07 -0.90 0.13
C 0.86 -0.42 -5.02
C -2.27 -4.02 0.80
C 5.49 -1.33 2.12
C 0.01 -0.93 4.21
H 1.33 -3.96 -6.55
H 2.02 -3.14 2.08
H -4.24 -0.01 -1.10
H 3.23 0.04 3.99
H -4.06 3.95 -1.72
H 1.40 2.74 -1.55
H 0.06 2.68 4.91
H 1.44 -3.21 -1.48
H 3.66 -1.77 -3.71
H 3.02 -0.28 -2.98
H -1.10 2.72 -2.26
H 2.61 -4.18 -0.60
H 0.47 4.05 -3.44
H -0.85 -4.54 2.90
H -1.31 4.39 5.63
H 0.04 3.44 2.59
H 5.70 -1.32 3.19
H 1.20 3.35 0.63
H -3.97 0.59 -3.42
H -0.11 1.70 2.61
H -2.73 3.46 5.22
H -0.95 -0.43 4.29
H -1.90 4.21 -2.64
H 2.74 -4.02 -2.36
H -1.37 1.72 4.67
H 5.37 -3.52 -0.25
H -2.38 4.55 -0.42
H 1.11 -1.61 2.75
H -3.45 0.98 0.74
H 6.09 -2.00 -0.78
H 3.88 1.11 2.74
H -3.76 3.74 2.79
H 1.77 -1.94 -7.91
H 2.76 -2.70 3.65
H -2.87 -4.17 -0.09
H 3.66 -3.59 2.45
H 5.91 -2.25 1.71
H -2.94 -3.79 1.63
H -5.29 2.72 -3.48
H -2.55 0.11 -1.42
H -5.77 3.90 -1.33
H -5.92 1.60 -2.28
H 5.64 -3.24 -1.97
H 6.02 -0.49 1.67
H -5.45 2.02 0.19
H 3.38 0.14 -0.11
H 1.79 4.96 0.33
H -0.37 5.80 -0.25
H -0.55 4.93 1.24
H -2.86 4.70 1.65
H 0.23 5.44 -2.40
H -2.55 1.86 2.44
H 0.58 -3.80 -4.21
H -0.64 -7.99 -0.37
H -4.47 3.36 0.70
H 2.32 4.20 -1.79
H -1.17 5.26 3.32
H 1.48 0.32 -6.97
H -0.07 -1.91 4.70
H -2.75 5.58 3.98
H -2.99 1.98 -3.03
H 2.17 0.68 2.72
H 0.76 -0.34 4.73
H 4.74 -0.61 -2.95

87
Properties=species:S:1:pos:R:3 method="wB97M-V/def2-TZVPD" e_tot_ha=-4632.4177 spin_multiplicity=4 s2=3.76 e_above_lowest_kcal_mol=14.65 orbital_gap_ev="5.816 / 6.753"
Sb 3.85 -0.33 -2.83
V -0.21 -0.13 0.23
Cl 2.08 0.02 3.27
Cl 6.11 4.33 3.15
S -0.79 1.28 -1.87
S 2.12 -0.53 -1.34
O -0.26 2.90 1.48
O 0.83 1.08 0.91
N -2.23 0.29 0.72
N -1.30 -1.57 -0.94
C 2.60 -1.30 -5.45
C 3.04 -4.01 -5.08
C -0.86 -1.53 -2.33
C 3.38 -1.73 -4.39
C 3.71 -1.74 2.09
C 0.81 2.28 1.31
C 2.26 -3.58 -6.14
C 3.60 -3.09 -4.20
C 2.20 3.99 2.48
C -3.13 -0.84 0.51
C 6.45 0.68 -1.57
C 3.31 2.24 1.25
C -1.06 -0.15 -2.98
C 4.53 2.69 1.69
C 1.65 -3.13 0.88
C 2.95 -3.55 0.72
C -2.51 1.66 -1.34
C 3.99 -2.85 1.31
C 3.31 3.69 -5.59
C 4.18 2.69 -6.00
C 7.68 0.60 -0.94
C 4.40 1.59 -5.20
C -2.66 1.57 0.17
C -2.75 -1.58 -0.78
C -0.06 -1.54 1.81
C 3.72 1.47 -3.99
C 1.32 -2.00 1.65
C 6.54 -1.67 -2.04
C 2.65 3.58 -4.38
C 7.77 -1.75 -1.41
C 2.85 2.47 -3.58
C 4.57 3.78 2.55
C 2.04 -2.22 -6.33
C 8.34 -0.61 -0.85
C 3.42 4.45 2.93
C 2.40 -1.35 2.26
C 5.89 -0.46 -2.14
C 2.13 2.87 1.65
H -0.21 -1.06 2.77
H -3.15 -2.61 -0.75
H -2.01 2.34 0.62
H -3.03 -1.52 1.36
H -3.18 0.98 -1.87
H 4.50 -1.20 2.58
H 5.92 1.62 -1.62
H 3.14 4.54 -6.22
H 4.18 -3.43 -3.36
H 0.21 -1.77 -2.34
H 3.16 -4.43 0.13
H -2.05 -0.03 -3.43
H 2.41 -0.25 -5.59
H 1.79 -4.29 -6.80
H 3.25 1.37 0.60
H 9.29 -0.67 -0.34
H 5.07 0.80 -5.51
H -3.20 -1.09 -1.65
H 5.02 -3.18 1.19
H 1.43 -1.88 -7.15
H -2.07 0.43 1.71
H -0.75 -2.39 1.73
H -4.18 -0.52 0.45
H 3.20 -5.06 -4.92
H 8.11 1.49 -0.50
H -2.71 2.68 -1.67
H -0.32 -0.02 -3.77
H 4.69 2.77 -6.95
H 6.10 -2.57 -2.45
H -0.90 -2.41 -0.52
H -3.71 1.79 0.44
H 5.44 2.19 1.41
H 8.28 -2.70 -1.34
H 1.28 4.46 2.78
H 3.48 5.29 3.60
H 0.85 -3.70 0.41
H 1.96 4.35 -4.06
H -1.40 -2.28 -2.94
H 2.32 2.36 -2.64

19
Properties=species:S:1:pos:R:3 method="wB97M-V/def2-TZVPD" e_tot_ha=-253.0237 smiles=CC(C)(C)CN e_above_lowest_kcal_mol=24.72 orbital_gap_ev=10.028
N 1.75 1.30 -0.31
C -0.85 0.94 0.96
C -0.88 -0.10 -1.56
C -0.25 -0.18 0.13
C 1.24 -0.06 -0.14
C -0.59 -1.54 0.72
H 1.77 1.78 0.59
H -1.67 -1.69 0.77
H -0.55 -1.08 -1.90
H 2.70 1.28 -0.66
H 1.38 -0.56 -1.13
H 1.83 -0.60 0.61
H -0.20 -1.63 1.74
H -1.92 0.78 1.13
H -0.37 1.00 1.95
H -0.15 -2.36 0.14
H -1.97 -0.09 -1.68
H -0.72 1.92 0.48
H -0.53 0.89 -1.83

32
Properties=species:S:1:pos:R:3 method="wB97M-V/def2-TZVPD" e_tot_ha=-763.3308 smiles=CCCOCc1nnc(B(O)N(C)C)nn1 orbital_gap_ev=7.802
O 2.65 0.53 0.11
O -4.65 1.34 -0.84
N -0.43 2.31 -0.75
N -1.69 1.99 -0.85
N -1.31 0.02 0.84
N -4.12 -0.99 0.23
N -0.05 0.35 0.94
C -2.05 0.84 -0.06
C 4.10 0.69 0.05
C 0.33 1.47 0.12
C 1.96 1.86 0.21
C -4.30 -1.95 -0.93
C 4.74 -0.79 0.49
C -5.34 -0.94 1.14
C 6.20 -0.99 -0.24
B -3.67 0.39 -0.22
H 2.09 2.33 1.30
H 6.81 0.00 -0.05
H -4.20 -3.03 -0.50
H 4.52 1.50 0.78
H 6.74 -1.88 0.30
H -4.32 1.50 -1.79
H -5.33 -1.71 -1.44
H -6.24 -1.48 0.62
H 2.29 2.58 -0.64
H -5.04 -1.44 2.18
H -5.62 0.19 1.33
H 4.00 -1.66 0.16
H 4.38 0.90 -1.08
H 4.84 -0.89 1.66
H -3.41 -1.77 -1.68
H 6.09 -1.25 -1.38